# 1
DFT (ωB97M-V/def2-TZVPD) results for a molecular structure, C49H34FeN3O2P.

Element x y z (Å)
Fe (-0.14656, 0.04315, 0.72373)
O (3.94437, 0.44271, 6.16804)
C (3.46238, -0.62764, 5.74977)
O (3.70094, -1.80655, 6.07121)
C (2.40846, -0.46379, 4.63103)
C (2.00308, 0.79805, 4.21861)
C (1.13186, 0.91617, 3.14854)
N (0.67006, -0.15483, 2.48986)
C (1.00038, -1.38020, 2.92629)
C (1.87172, -1.57173, 3.98396)
C (0.32241, -2.43043, 2.14539)
C (0.33913, -3.78051, 2.47154)
C (-0.39734, -4.66073, 1.69868)
C (-1.13166, -4.16917, 0.62856)
C (-1.08836, -2.81370, 0.35879)
N (-0.37159, -1.95440, 1.09285)
C (0.62630, 2.17860, 2.58239)
C (0.83129, 3.41716, 3.18152)
C (0.29450, 4.54021, 2.58458)
C (-0.44693, 4.39358, 1.42013)
C (-0.61940, 3.12803, 0.89323)
N (-0.08684, 2.03170, 1.44702)
H (2.43020, 1.64869, 4.73247)
H (2.18337, -2.54930, 4.32789)
H (0.91141, -4.12520, 3.32080)
H (-0.40202, -5.71713, 1.93536)
H (-1.73432, -4.81406, 0.00345)
H (-1.63635, -2.38830, -0.46932)
H (1.39789, 3.48629, 4.09853)
H (0.44150, 5.51694, 3.02817)
H (-0.89721, 5.24100, 0.92158)
H (-1.21030, 2.97097, 0.00306)
C (4.84667, 2.36449, 2.26429)
C (4.08754, 3.14888, 1.40983)
C (3.19260, 2.56196, 0.52177)
C (3.04489, 1.17900, 0.47967)
C (3.81591, 0.40044, 1.34757)
C (4.71018, 0.98147, 2.22918)
P (1.74242, 0.31210, -0.46103)
C (2.71445, -0.80728, -1.54754)
C (4.09079, -0.75705, -1.73805)
C (4.71077, -1.63203, -2.62269)
C (3.96367, -2.56542, -3.32444)
C (2.58808, -2.62835, -3.13447)
C (1.97315, -1.76015, -2.24778)
C (1.16619, 1.49040, -1.74018)
C (1.99460, 2.24883, -2.56484)
C (1.45302, 3.10864, -3.50519)
C (0.06895, 3.18992, -3.64447)
C (-0.75910, 2.40512, -2.86254)
C (-0.22298, 1.53589, -1.90673)
H (5.52086, 2.82017, 2.97771)
H (4.17418, 4.22854, 1.44329)
H (2.58125, 3.19244, -0.11286)
H (3.68479, -0.67740, 1.36025)
H (5.26673, 0.36476, 2.92339)
H (4.68564, -0.03213, -1.19599)
H (5.78379, -1.57988, -2.76117)
H (4.45017, -3.24876, -4.00928)
H (1.99582, -3.35849, -3.67226)
H (0.90156, -1.81893, -2.08759)
H (3.07110, 2.16675, -2.45904)
H (2.09981, 3.71074, -4.13113)
H (-0.36099, 3.86246, -4.37724)
H (-1.83554, 2.44552, -2.98592)
C (-1.03662, 0.65781, -1.04902)
C (-2.21731, 0.21035, -1.26835)
C (-3.40677, -0.37118, -1.46807)
C (-3.50199, -1.57219, -2.32074)
C (-4.64007, -2.38779, -2.32874)
C (-4.70022, -3.53631, -3.10614)
C (-3.62945, -3.91359, -3.90272)
C (-2.49180, -3.11285, -3.90927)
C (-2.43188, -1.96544, -3.13993)
C (-4.61594, 0.19538, -0.81515)
C (-5.75933, 0.53167, -1.54201)
C (-6.85791, 1.10427, -0.91951)
C (-6.83762, 1.35849, 0.44604)
C (-5.70785, 1.02936, 1.18178)
C (-4.61288, 0.44994, 0.55639)
H (-5.48440, -2.13060, -1.70208)
H (-5.59653, -4.14523, -3.08026)
H (-3.67861, -4.80905, -4.50887)
H (-1.64209, -3.38078, -4.52675)
H (-1.54657, -1.34219, -3.16711)
H (-5.77836, 0.34442, -2.60951)
H (-7.73077, 1.36485, -1.50634)
H (-7.69399, 1.81161, 0.92969)
H (-5.67784, 1.21650, 2.24827)
H (-3.72651, 0.19436, 1.12618)

Output
ΔE to the lowest compared entry with this formula, charge and spin: 0.0 kcal per mole
total charge: -1
HOMO (alpha / beta): -3.48 / -4.52 eV
2S+1: 2
max |F|: 0.023 Eh/bohr
E: -3807.54865 Ha

***

# 2
DFT (ωB97M-V/def2-TZVPD) results for a molecular structure, C30H45HfNO3P2S.

Element x y z (Å)
Hf (0.31182, 0.02292, -0.28672)
C (-1.69493, -0.86534, 1.14164)
C (-1.22399, -1.79714, 0.14955)
C (0.41079, -1.56072, 1.78781)
C (-0.69369, -0.73897, 2.14720)
C (0.10494, -2.20675, 0.54053)
C (-3.08929, -0.36519, 1.26743)
H (-3.61933, -0.38840, 0.30708)
H (-3.10698, 0.66830, 1.64386)
H (-3.66140, -0.98642, 1.97774)
C (-0.81996, 0.01062, 3.42579)
H (-1.87025, 0.22781, 3.65025)
H (-0.27568, 0.96662, 3.38185)
H (-0.39861, -0.56641, 4.26117)
C (1.58279, -1.87407, 2.64898)
H (1.31426, -1.81599, 3.71217)
H (2.39731, -1.15864, 2.46959)
H (1.96647, -2.87950, 2.44257)
C (0.89314, -3.33576, -0.03564)
H (0.85540, -4.20765, 0.63960)
H (1.95176, -3.05906, -0.16040)
H (0.50080, -3.64058, -1.01310)
C (-2.08551, -2.55504, -0.79997)
H (-2.37485, -3.51828, -0.34307)
H (-1.56990, -2.78074, -1.74384)
H (-3.01010, -2.01365, -1.03454)
C (-0.39436, 2.26352, -1.28541)
C (-1.42000, 1.30991, -1.25635)
C (-1.82650, 0.47157, -2.45894)
C (-0.68243, -0.27657, -3.20908)
C (0.55201, -0.72111, -2.47117)
C (1.68681, 0.10800, -2.22544)
C (1.81751, 1.57630, -2.51810)
C (0.54050, 2.48918, -2.42920)
H (-2.35436, 1.11554, -3.19608)
H (-0.35318, 0.39960, -4.03261)
H (-2.59432, -0.27289, -2.18132)
H (-0.00385, 2.46742, -3.40342)
H (-0.40194, 3.06010, -0.53097)
H (-2.22587, 1.47762, -0.52586)
H (0.92189, 3.52722, -2.34065)
H (2.53459, 2.02800, -1.80117)
H (2.64775, -0.41113, -2.17632)
H (2.30503, 1.70428, -3.50835)
H (-1.11216, -1.15040, -3.73867)
H (0.77882, -1.79034, -2.54797)
P (-0.32148, 1.84720, -5.46152)
C (-0.51812, 3.57609, -5.96362)
C (-1.48689, 0.98725, -6.55788)
P (1.88816, -0.29701, -5.64807)
C (1.28098, 1.38108, -6.21828)
C (1.21569, -1.25586, -7.08596)
C (3.50619, -0.08876, -6.51452)
H (0.33335, 4.17779, -5.61171)
H (-1.45664, 3.95054, -5.52599)
H (-0.57776, 3.60383, -7.06093)
H (-1.33959, 1.40484, -7.56420)
H (-2.50202, 1.22567, -6.20457)
H (-1.34692, -0.10226, -6.57785)
H (3.33517, 0.14566, -7.57279)
H (4.05588, -1.03257, -6.44621)
H (4.09020, 0.71657, -6.05497)
H (2.03921, 2.15326, -5.98127)
H (1.11925, 1.37727, -7.31418)
H (1.81886, -2.17231, -7.16204)
H (1.35300, -0.67588, -8.00927)
H (0.15746, -1.52320, -6.96430)
O (2.91986, 5.36382, 0.87843)
S (3.65451, 4.12969, 0.97099)
O (5.03149, 4.09415, 0.54406)
N (2.78172, 2.87313, 0.28112)
C (2.33891, 2.01415, 1.16217)
O (1.52488, 1.03402, 0.82152)
C (2.77263, 2.23965, 2.54902)
C (2.53803, 1.53826, 3.74776)
C (3.05266, 2.06499, 4.94094)
C (3.79478, 3.25962, 4.93986)
C (4.02365, 3.95621, 3.74331)
C (3.49736, 3.42316, 2.57975)
H (1.96144, 0.61686, 3.71577)
H (2.88314, 1.52941, 5.87928)
H (4.18652, 3.64747, 5.87758)
H (4.60407, 4.87802, 3.70672)

Output
ΔE to the lowest compared entry with this formula, charge and spin: 0.0 kcal per mole
total charge: +2
HOMO (alpha / beta): -13.44 / -13.44 eV
2S+1: 1
max |F|: 0.090 Eh/bohr
E: -2578.92087 Ha

***

# 3
DFT (ωB97M-V/def2-TZVPD) results for 2 unconnected molecules or ions with the total composition C2F3O3S.

Element x y z (Å)
C (-1.73515, 0.29756, 0.25853)
C (-2.39252, -0.50169, -0.43789)
O (0.95877, 0.97699, 0.95036)
O (2.93160, 0.56803, -0.69711)
O (0.70253, -0.29990, -0.91609)
F (2.07718, -1.06601, 1.06390)
F (-1.61458, 0.99477, 1.39398)
F (-2.59868, -1.17521, -1.57260)
S (1.67085, 0.20546, -0.04307)

Output
ΔE to the lowest compared entry with this formula, charge and spin: 66.2 kcal per mole
total charge: -1
HOMO: -5.57 eV
2S+1: 1
max |F|: 0.077 Eh/bohr
E: -999.65091 Ha

***

# 4
DFT (ωB97M-V/def2-TZVPD) results for a molecular structure, C5H7O4Pt.

Element x y z (Å)
H (-1.24062, 2.32267, 1.91240)
Pt (-2.71720, -0.28187, 1.73211)
O (-1.55886, 0.50412, 2.84930)
O (0.18788, 1.01395, 1.42327)
C (0.44319, -0.13557, 0.66061)
C (-0.03620, 0.09413, -0.77203)
O (-1.98954, 0.83494, 0.65966)
C (-1.19661, 1.22717, 1.74473)
H (1.52828, -0.30938, 0.68337)
H (-0.08166, -0.99962, 1.10466)
H (-0.85594, -0.56730, -1.06918)
H (-0.06456, 1.16240, -1.02287)
H (0.89326, -0.14711, -2.87576)
O (1.79750, -2.82856, -1.76470)
C (1.21005, -0.36667, -1.84362)
C (1.55793, -1.73015, -1.80664)
H (2.12309, 0.20684, -1.61531)

Output
ΔE to the lowest compared entry with this formula, charge and spin: 0.0 kcal per mole
total charge: +1
HOMO (alpha / beta): -10.91 / -12.59 eV
2S+1: 3
max |F|: 0.344 Eh/bohr
E: -614.41351 Ha